Record 1
This record from OMol25 describes a molecular structure, C36H30F4N8O20S4Y in a non-equilibrium geometry. The level of theory is ωB97M-V with the def2-TZVPD basis set.

XYZ file:
```
103
Properties=species:S:1:pos:R:3:forces:R:3
Y 2.431253 -27.183602 -28.755852 0.30 -0.04 0.57
N 4.285489 -27.398813 -30.036535 4.28 -2.07 -2.11
S 5.275280 -26.541823 -31.017564 -2.79 5.71 -1.44
O 4.997315 -26.723617 -32.395026 0.51 -1.26 -0.11
O 6.561855 -26.182715 -30.570177 0.71 -0.90 0.67
F 4.447309 -25.166558 -30.772342 0.25 -0.30 0.17
S 5.173811 -28.834593 -30.261746 -1.89 -3.65 3.70
O 6.436676 -28.899962 -29.616730 0.47 1.14 -0.76
O 4.900973 -29.636199 -31.392583 -0.06 0.88 -0.75
F 4.319590 -29.629227 -29.101114 -0.44 0.47 -0.29
N 0.163393 -27.171421 -28.796871 -4.13 1.49 -0.14
S -0.849771 -25.795979 -28.905027 3.22 3.25 0.84
O -1.547877 -25.387641 -27.760087 -1.04 -1.01 0.81
O -1.344766 -25.559255 -30.207625 -0.25 -0.71 -0.40
F 0.416865 -24.816186 -28.766263 0.31 -0.27 -0.52
S -0.981805 -28.191156 -29.291023 1.15 -6.06 -0.17
O -0.912637 -28.506187 -30.675328 -0.19 0.86 -0.38
O -2.210162 -28.243170 -28.595963 -0.54 1.74 0.05
F -0.306823 -29.519503 -28.667900 0.38 0.38 0.06
C 1.824645 -34.125880 -26.937268 -0.24 -0.13 0.10
C 0.969954 -33.577541 -25.981785 1.00 -0.04 0.30
C 0.966711 -32.206571 -25.783122 -0.72 -0.76 0.56
C 1.709513 -31.414298 -26.618784 0.09 0.46 -0.08
C 2.492647 -31.911246 -27.628679 0.75 -1.24 -0.41
C 2.577730 -33.304385 -27.755306 0.07 0.62 0.01
N 1.740813 -29.991063 -26.346423 -0.21 0.47 0.28
O 2.004770 -29.251405 -27.286098 0.10 0.48 -0.68
O 1.515069 -29.594695 -25.228632 -0.01 -0.07 -0.24
H 1.925796 -35.203159 -26.984722 0.02 0.04 -0.13
H 0.537365 -34.237637 -25.242786 -0.47 0.09 -0.19
H 0.399601 -31.800302 -24.958279 0.04 0.23 -0.09
H 3.161878 -31.335009 -28.249734 -0.28 0.43 0.14
H 3.318255 -33.700197 -28.437978 -0.21 -0.13 -0.10
C 2.607432 -20.434946 -27.060130 0.38 0.21 0.63
C 1.931756 -21.216360 -27.988155 0.12 0.08 1.03
C 2.461584 -22.450953 -28.306561 -0.27 -0.11 -1.51
C 3.662706 -22.870557 -27.770205 -0.55 0.62 0.33
C 4.336464 -22.096527 -26.845535 0.38 0.04 0.50
C 3.803176 -20.867420 -26.488871 0.05 -0.31 -0.45
N 4.188610 -24.159286 -28.127849 0.42 -0.37 -0.20
O 3.373861 -25.056348 -28.399726 -0.21 0.12 -0.02
O 5.378676 -24.321627 -28.142809 -0.22 -0.16 0.13
H 2.240065 -19.485639 -26.687552 -0.28 -0.01 -0.38
H 0.955013 -20.908901 -28.329386 0.10 -0.01 -0.40
H 2.021610 -22.998666 -29.133665 -0.13 -0.31 0.37
H 5.223772 -22.465631 -26.345526 0.07 0.01 -0.23
H 4.344706 -20.248846 -25.787697 -0.13 0.01 0.10
C -0.300662 -26.044169 -35.443321 0.11 -0.86 0.02
C -0.438691 -26.952925 -34.401173 0.54 -0.22 0.50
C 0.194874 -26.721773 -33.187987 -0.98 0.50 0.18
C 0.810073 -25.495620 -33.011993 0.39 -0.71 -0.19
C 0.963823 -24.584395 -34.033339 0.23 0.60 -0.31
C 0.392681 -24.856710 -35.259996 -0.38 -0.28 -0.31
N 1.385291 -25.179895 -31.726485 0.19 0.42 0.63
O 1.699574 -26.102026 -30.966648 0.06 -0.63 0.14
O 1.512486 -24.022202 -31.422732 0.16 0.14 -0.02
H -0.629652 -26.382027 -36.418712 -0.32 0.52 -0.04
H -0.993795 -27.878898 -34.479445 -0.01 0.07 -0.37
H 0.037827 -27.380637 -32.349665 0.14 -0.08 0.01
H 1.595046 -23.715448 -33.907880 -0.24 0.13 0.18
H 0.434457 -24.171457 -36.094319 0.38 0.12 0.10
C 2.234735 -25.782799 -21.517562 -0.49 0.24 -0.36
C 2.511578 -26.852381 -22.362766 0.29 0.19 0.37
C 2.384176 -26.720083 -23.738116 0.39 -0.12 0.28
C 1.984512 -25.490761 -24.232018 0.15 -0.22 0.07
C 1.732272 -24.397201 -23.419987 -0.48 -0.08 -0.16
C 1.796068 -24.569028 -22.047524 0.17 -0.05 0.01
N 1.785392 -25.352472 -25.673231 0.06 0.13 0.03
O 2.111208 -26.320440 -26.373795 -0.28 -0.15 -0.17
O 1.325412 -24.329560 -26.103595 0.08 -0.12 -0.11
H 2.307193 -25.889394 -20.443904 0.04 -0.09 -0.01
H 2.864071 -27.765789 -21.901231 -0.06 -0.14 -0.29
H 2.654414 -27.530654 -24.398772 -0.28 -0.03 -0.04
H 1.425086 -23.473091 -23.889639 -0.06 0.04 0.18
H 1.477877 -23.771021 -21.390269 0.23 0.08 -0.02
C 8.937280 -27.151777 -26.001562 -0.01 -0.27 0.31
C 8.339640 -27.981853 -25.050939 0.12 -0.33 -0.13
C 7.047157 -28.420126 -25.228402 -0.95 0.43 -0.10
C 6.324868 -27.915829 -26.315093 0.64 0.08 0.33
C 6.871958 -27.010209 -27.199128 -0.01 -0.33 -0.82
C 8.206872 -26.671495 -27.077842 0.01 0.60 0.63
N 4.953201 -28.325281 -26.490491 -0.23 -0.38 0.43
O 4.542861 -29.290036 -25.888872 0.03 0.11 -0.15
O 4.240250 -27.642927 -27.227531 0.16 0.37 -0.27
H 9.981979 -26.909987 -25.855635 -0.04 0.24 -0.15
H 8.892079 -28.312224 -24.181773 0.07 0.01 -0.06
H 6.497548 -29.022615 -24.517482 0.36 -0.20 0.05
H 6.317003 -26.678912 -28.063134 -0.09 0.18 0.15
H 8.617052 -25.905863 -27.721409 0.13 -0.30 -0.28
C 0.073386 -33.159153 -32.337455 0.40 -0.19 -0.25
C 0.428378 -32.346849 -33.407263 0.18 0.12 0.09
C 0.981437 -31.106790 -33.154610 -0.16 0.61 -0.24
C 1.170877 -30.693843 -31.847514 0.25 -0.27 -0.18
C 0.846276 -31.496444 -30.776711 0.08 0.17 0.22
C 0.343723 -32.749415 -31.040047 -0.68 -0.30 0.28
N 1.873624 -29.441720 -31.619084 0.12 0.35 -0.50
O 2.024630 -29.081651 -30.447648 -0.26 0.30 0.91
O 2.318443 -28.834707 -32.556064 -0.22 0.01 0.23
H -0.371591 -34.126448 -32.530320 0.05 -0.03 0.08
H 0.356044 -32.671832 -34.435600 -0.34 -0.06 0.05
H 1.190777 -30.401587 -33.948575 0.28 -0.23 -0.07
H 0.941789 -31.136993 -29.767107 0.24 -0.03 0.06
H 0.101448 -33.388635 -30.199952 -0.06 -0.04 -0.08
```
Positions in Å, forces in eV/Å.

Output
charge	+1

***

Record 2
This record from OMol25 describes a molecular structure, C36H30N3O4SZr in a non-equilibrium geometry. The level of theory is ωB97M-V with the def2-TZVPD basis set.

XYZ file:
```
75
Properties=species:S:1:pos:R:3:forces:R:3
Zr 1.267222 0.161280 0.241380 -2.34 -1.06 1.58
O 1.749339 0.943656 -3.733419 -0.08 0.39 -0.96
C 1.809720 0.542832 -2.608043 0.04 -0.19 0.84
O 1.169696 1.010736 -1.570070 0.18 0.46 -1.39
C 2.743054 -0.609298 -2.258711 -0.26 0.46 -0.54
C 3.427860 -1.298913 -3.224463 0.14 -0.14 -0.54
C 4.262673 -2.330635 -2.830429 0.03 0.04 -0.70
C 4.389271 -2.615010 -1.494993 0.10 -0.15 0.67
C 3.665733 -1.863955 -0.586788 0.15 -0.08 0.13
N 2.855866 -0.885738 -0.972305 0.64 -0.24 -0.13
H 3.281156 -1.014106 -4.259335 0.04 -0.04 0.08
H 4.813999 -2.905020 -3.564904 -0.03 0.03 -0.01
H 5.040056 -3.405685 -1.144210 -0.05 0.04 0.01
H 3.728813 -2.032835 0.476040 0.02 -0.03 0.18
C 1.500166 4.850400 -2.299055 0.00 -0.09 0.02
C 2.143981 4.010820 -1.224606 -0.06 0.07 -0.15
C 3.284298 3.265337 -1.512442 -0.01 0.05 -0.23
C 3.821324 2.375087 -0.602233 0.23 -0.23 0.09
C 5.066388 1.589319 -0.957459 -0.12 0.06 -0.05
C 3.202979 2.242033 0.649662 -0.03 0.10 0.01
C 2.140969 3.082269 1.012935 0.22 0.13 0.17
C 1.732099 3.203413 2.460789 0.05 0.01 -0.11
C 1.607710 3.935982 0.049834 -0.02 0.04 0.06
C 3.644150 1.172271 1.622733 -0.36 -0.53 -0.10
O 4.651707 1.260092 2.279624 0.21 -0.09 0.17
O 2.800363 0.138396 1.650752 1.03 0.71 0.22
H 1.130197 4.201434 -3.100391 0.04 0.06 0.10
H 2.216677 5.548381 -2.739682 -0.03 -0.03 0.02
H 0.655514 5.420173 -1.907055 0.07 -0.04 -0.01
H 3.730478 3.340375 -2.502330 -0.04 0.00 0.08
H 5.039311 1.258811 -2.000343 -0.03 0.04 0.09
H 5.203908 0.719494 -0.317154 -0.02 0.00 0.00
H 5.950770 2.218985 -0.832236 -0.03 -0.01 0.02
H 0.727490 3.600499 2.553938 -0.09 0.03 -0.01
H 2.432746 3.885039 2.953072 -0.01 -0.02 0.00
H 1.769480 2.254938 2.992832 -0.02 -0.07 -0.02
H 0.747868 4.546354 0.310473 0.05 -0.03 -0.01
C -3.051172 -1.787584 4.457343 0.04 0.10 0.01
C -1.842623 -1.406843 3.659159 -0.21 0.07 0.03
C -0.727767 -2.242608 3.582325 -0.08 -0.13 0.17
C 0.309392 -1.825881 2.794870 0.25 -0.04 -0.07
N 0.255660 -0.684707 2.118483 -0.38 0.10 0.41
C -0.856449 0.070026 2.231582 -0.15 0.02 0.15
S -0.841163 1.494493 1.238664 0.20 -0.09 -0.14
N -1.895620 -0.248430 3.006653 0.09 0.06 -0.08
H -2.792735 -2.448051 5.286599 0.00 0.01 -0.02
H -3.756209 -2.313020 3.804559 0.14 0.09 0.12
H -3.541890 -0.888681 4.830102 0.03 -0.03 0.01
H -0.689803 -3.186927 4.107896 -0.02 0.04 0.00
H 1.209903 -2.415322 2.676689 0.05 -0.02 -0.02
C 0.061248 -1.522621 -0.434119 -0.09 0.68 0.12
C -1.190472 -1.445562 -0.528465 0.79 -0.38 -0.30
C -2.562327 -1.419295 -0.605041 -0.48 0.18 0.21
C -3.201422 -0.504804 -1.577793 -0.12 -0.25 -0.02
C -2.532916 0.630299 -2.070983 -0.10 0.03 -0.04
C -3.110100 1.479331 -3.007098 0.01 -0.08 0.03
C -4.386653 1.235542 -3.506956 0.11 -0.09 0.12
C -5.055921 0.100266 -3.062980 0.05 -0.06 0.11
C -4.475386 -0.752177 -2.129761 0.08 0.08 0.00
C -3.297943 -2.246618 0.364025 0.01 0.11 0.09
C -4.587098 -1.934136 0.856304 0.09 -0.11 0.00
C -5.234076 -2.731843 1.793622 -0.01 0.05 -0.21
C -4.633624 -3.879094 2.304979 0.05 -0.03 -0.23
C -3.345437 -4.186617 1.869500 0.04 0.07 -0.11
C -2.693278 -3.389609 0.936397 -0.11 -0.06 0.00
H -1.544556 0.852182 -1.701088 0.14 0.03 0.06
H -2.549893 2.346878 -3.347572 -0.04 -0.09 0.05
H -4.841458 1.902883 -4.230266 0.03 -0.03 0.02
H -6.040720 -0.135553 -3.458164 0.08 -0.01 0.04
H -5.002510 -1.654344 -1.851114 -0.06 -0.03 0.11
H -5.065856 -1.022428 0.526971 -0.05 0.02 -0.09
H -6.220986 -2.440614 2.144691 0.08 0.00 -0.05
H -5.146059 -4.505219 3.026923 0.03 0.03 -0.02
H -2.839838 -5.065754 2.263764 -0.02 0.09 -0.05
H -1.687276 -3.644766 0.617893 -0.06 -0.01 0.03
```
Positions in Å, forces in eV/Å.

Output
charge	-1

***

Record 3
This record from OMol25 describes a molecular structure, C36H31CdN5S. The level of theory is ωB97M-V with the def2-TZVPD basis set.

XYZ file:
```
74
Properties=species:S:1:pos:R:3:forces:R:3
Cd 0.150795 -0.063519 -0.030311 -0.01 -0.11 0.08
C 3.638306 -2.915255 -1.251577 -0.02 -0.07 -0.03
C 2.383341 -2.297071 -1.114418 0.01 -0.04 -0.01
N 2.216721 -1.189100 -0.436446 0.10 0.11 0.12
C 3.271547 -0.598837 0.192570 -0.19 -0.02 -0.07
C 4.573734 -1.125935 0.072388 0.03 -0.06 -0.04
C 4.720126 -2.322020 -0.668781 0.09 0.01 0.02
C 5.669866 -0.457337 0.668076 -0.01 -0.07 -0.03
C 5.433159 0.707305 1.337124 -0.10 0.11 0.05
C 4.134106 1.234532 1.492440 0.16 -0.03 0.02
C 3.017414 0.601107 0.967606 -0.14 0.04 0.01
N 1.721604 1.021526 1.037730 -0.03 0.00 0.04
C 1.294142 2.189325 1.624528 0.04 -0.18 -0.15
C 1.754912 2.750006 2.796565 0.04 0.18 0.14
C 1.253521 3.979926 3.280446 0.10 -0.16 0.05
C 0.297044 4.675763 2.605191 -0.03 0.07 -0.07
C -0.233719 4.128467 1.411474 -0.06 0.02 0.02
C -1.202707 4.795929 0.630567 -0.01 0.10 0.07
C -1.665554 4.230799 -0.520197 -0.06 -0.02 -0.10
C -1.206450 2.948782 -0.871823 -0.08 -0.01 0.11
N -0.327595 2.287886 -0.158134 0.12 0.03 0.07
C 0.217162 2.875793 0.951331 -0.04 -0.10 -0.17
H 3.728036 -3.836663 -1.813688 -0.01 0.07 0.04
H 1.492047 -2.729736 -1.559659 0.03 0.02 0.01
H 5.709423 -2.758864 -0.763075 -0.05 0.03 0.00
H 6.667990 -0.869925 0.576776 -0.07 0.02 0.00
H 6.264171 1.246141 1.777859 -0.04 0.01 0.00
H 4.014062 2.164034 2.026671 0.08 -0.02 -0.02
H 2.512553 2.226677 3.362819 -0.05 0.05 0.04
H 1.650160 4.377648 4.207473 0.01 -0.04 -0.03
H -0.060007 5.635982 2.959830 0.00 -0.06 -0.03
H -1.560860 5.767893 0.954650 0.02 -0.05 -0.01
H -2.390631 4.733329 -1.147549 0.04 -0.04 0.02
H -1.587794 2.450366 -1.753130 -0.06 -0.06 -0.08
S -1.224977 -2.051931 0.123175 -0.16 0.17 -0.44
C -2.839662 -1.856368 -0.781305 -0.06 0.16 0.11
N -2.858486 -2.754079 -1.933132 -0.20 -0.07 0.18
C -4.165101 -2.814515 -2.592479 0.10 0.12 -0.01
C -5.183207 -3.368422 -1.616445 0.11 -0.09 0.08
C -5.203247 -2.455110 -0.405012 0.08 0.12 0.09
N -3.853655 -2.344150 0.134807 -0.02 -0.29 -0.12
H -2.141191 -2.508946 -2.592532 0.21 0.07 -0.06
H -4.074427 -3.443347 -3.477154 0.05 -0.05 -0.02
H -4.506296 -1.821052 -2.929715 -0.01 -0.02 -0.06
H -4.865528 -4.366208 -1.306726 -0.07 -0.02 -0.02
H -6.172516 -3.431050 -2.076090 0.03 0.04 0.02
H -5.842703 -2.853035 0.381471 -0.03 -0.02 0.05
H -5.622267 -1.480080 -0.705908 0.01 0.00 -0.01
H -3.816583 -1.860634 1.017593 0.02 0.00 0.01
C -5.091373 0.369797 3.611053 -0.03 0.01 -0.05
C -3.726281 0.369396 3.358002 -0.01 0.00 -0.01
C -3.258629 0.411816 2.051463 -0.07 -0.03 -0.01
C -4.149133 0.444255 0.978063 0.06 0.01 -0.07
C -5.517566 0.465987 1.242101 -0.01 0.09 0.09
C -5.986684 0.423391 2.549391 0.03 -0.02 -0.04
C -3.648830 0.543526 -0.422912 -0.01 0.16 0.24
C -3.069098 -0.378199 -1.194324 0.27 -0.09 -0.25
C -2.633072 0.074306 -2.563527 -0.12 0.04 0.03
C -3.508565 0.831823 -3.349121 0.03 0.02 0.01
C -3.122082 1.345242 -4.580956 0.03 -0.03 0.05
C -1.843561 1.107494 -5.069909 -0.06 0.01 0.01
C -0.971885 0.330499 -4.321924 -0.01 -0.01 0.01
C -1.368017 -0.188850 -3.095890 0.06 0.02 0.09
H -5.456534 0.332207 4.630407 0.01 0.00 -0.04
H -3.021310 0.329219 4.179850 -0.02 0.01 -0.04
H -2.195267 0.386323 1.852754 0.01 0.02 0.03
H -6.217674 0.508691 0.415200 0.01 0.01 0.04
H -7.054476 0.427696 2.737807 0.06 0.01 -0.01
H -3.724757 1.546637 -0.831408 -0.08 0.04 -0.07
H -4.515086 1.006771 -2.988076 0.02 0.01 0.01
H -3.826705 1.927619 -5.162988 0.02 -0.02 0.03
H -1.536083 1.510274 -6.028245 -0.03 -0.02 0.07
H 0.026083 0.123495 -4.689738 -0.03 0.00 0.01
H -0.669230 -0.806809 -2.545870 0.02 -0.06 0.07
```
Positions in Å, forces in eV/Å.

***

Gap between HOMO and LUMO readings, ordered: 8.17; 4.60; 6.83 eV
Energy above the lowest of the compared OMol25 structures with the same formula, charge and spin readings, ordered: 0.00; 75.15; 24.36 kJ/mol
LUMO energy readings, ordered: -3.764; 1.883; -0.067 eV